Molecular formula: C58H54ClN4NaO5P2S
Method: DFT, ωB97M-V/def2-TZVPD

Output
LUMO (eV): 3.583
Net charge: -2
F_max (eV Å⁻¹): 0.485

Structure (XYZ):
```
126
C58H54ClN4NaO5P2S ωB97M-V/def2-TZVPD
C -2.38 -0.26 3.59
C -1.32 2.07 1.69
C -7.56 0.21 2.48
O -0.62 -0.86 1.73
O -0.40 -2.94 -0.98
C 1.62 5.33 -0.94
H 5.16 0.46 1.55
C -7.81 1.54 2.73
H 2.18 -1.86 1.80
H 0.33 -3.50 1.71
H -1.48 -1.22 6.69
C 3.11 -2.41 -1.25
H 1.93 -1.96 8.51
C -4.33 0.96 -4.15
H 1.77 2.00 3.04
H -0.24 0.84 -4.57
H -3.08 0.09 -2.63
C 1.88 2.48 0.51
C 1.27 2.77 -0.84
C 4.28 -1.50 1.52
H -3.37 0.19 7.28
C 1.29 -2.55 7.87
H 1.19 0.35 2.79
H -0.87 -5.22 0.46
H -0.93 -4.67 5.54
H 3.40 2.93 1.92
C 3.74 -1.82 -3.69
C -3.85 0.70 5.24
C -3.10 0.07 6.23
C -6.57 -0.16 1.58
H 5.05 -5.24 -1.73
C -6.07 2.15 1.18
C -1.15 -3.36 3.26
H -7.44 2.18 -3.65
H 3.90 5.10 1.57
H -0.55 4.05 1.42
C 0.10 -2.80 5.77
H 0.35 4.20 -2.11
C 5.10 -3.92 -3.36
N 1.79 -0.94 -2.58
Cl -1.68 -2.38 -1.32
H 1.26 6.18 -1.52
C 1.90 1.09 2.43
S -2.08 -0.55 1.83
H -2.85 -3.36 4.58
O -1.61 -0.94 -1.10
P -4.45 0.17 -0.17
H -6.35 -1.21 1.41
C -2.25 1.14 1.25
H -4.05 -5.12 3.33
C 1.07 4.13 -1.31
H 3.63 -1.03 -4.42
H -0.24 -5.56 7.72
H -7.24 3.57 2.28
C -2.51 -5.32 1.84
H 1.17 -4.21 9.24
H 2.93 6.67 0.08
H 0.95 2.59 -3.42
H -2.15 4.60 -0.38
H 5.82 -4.56 -3.85
C -6.18 1.36 -2.12
H 5.19 -2.57 -4.97
H -0.55 -0.05 -3.09
C 4.16 0.02 1.52
H -5.78 1.84 -5.46
H 3.73 -4.17 -0.25
C 4.69 -2.76 -4.02
C -2.02 -0.72 5.90
C 0.08 -4.57 7.43
C -2.40 -3.80 3.70
H 3.71 0.34 0.58
H 2.28 0.52 -4.01
C -6.48 1.73 -3.43
H -0.60 1.79 2.45
C 1.47 -0.19 -3.77
C -1.64 -0.92 4.57
H -3.05 -6.07 1.27
C 0.32 1.92 -2.83
H -0.68 2.40 -2.78
H -5.48 2.91 0.70
C 2.82 -1.72 -2.57
C -1.30 3.33 1.12
H -8.13 -0.56 2.99
C -4.95 0.78 -1.82
H -4.70 1.32 5.49
P -0.21 -2.04 4.12
C -0.60 -3.89 2.10
H -3.59 0.79 -4.93
C -5.55 1.54 -4.44
H -8.58 1.83 3.44
C -1.28 -4.87 1.39
N 1.52 1.36 1.06
H -6.92 1.52 -1.34
C 0.17 0.60 -3.58
H 1.28 -1.10 6.30
H 1.37 -0.85 -4.64
C 2.98 -2.19 1.12
C 0.92 -2.07 6.63
H 3.08 -3.27 1.28
C 3.34 0.55 2.71
C -5.81 0.80 0.92
C 3.12 4.72 0.91
C -2.20 3.64 0.10
H 4.60 -1.85 2.51
H 3.23 -0.26 3.44
O -2.70 -2.93 -0.47
C -0.31 -4.07 6.19
C -4.03 0.57 -2.85
C 3.83 -3.65 -1.19
C 0.87 -3.81 8.27
C 2.82 3.39 1.13
H -3.81 2.95 -1.12
Na 0.62 -0.52 -0.49
N 0.85 1.74 -1.49
N 2.62 -1.80 -0.22
C -7.06 2.52 2.08
H 5.06 -1.82 0.81
C 4.65 -4.29 -2.09
C -3.18 1.43 0.26
H -4.04 1.02 3.14
C -3.13 2.70 -0.32
C -3.07 -4.79 3.00
O -1.99 -2.63 -2.70
H 3.91 1.33 3.22
C -3.48 0.53 3.92
C 2.58 5.64 0.02
```